Record 1
{"formula": "C33H37FeN4O4Se", "method": "the ωB97M-V functional and the def2-TZVPD basis", "symbols": ["H", "H", "C", "H", "H", "H", "C", "H", "C", "C", "H", "H", "O", "H", "Se", "C", "C", "N", "N", "H", "C", "C", "H", "C", "C", "H", "H", "H", "O", "H", "C", "C", "H", "Fe", "H", "C", "N", "C", "H", "C", "C", "C", "C", "H", "H", "N", "C", "H", "O", "H", "H", "C", "H", "H", "C", "C", "H", "H", "C", "C", "C", "H", "C", "H", "H", "H", "H", "H", "O", "H", "C", "H", "C", "C", "C", "C", "C", "C", "H", "H"], "xyz": [[2.59195, -1.19039, -1.23796], [0.33152, 4.79640, 4.76072], [-0.19187, 0.97144, -7.73267], [2.30902, 4.62774, 5.96976], [0.95141, -3.03806, 3.15830], [4.12048, 1.61607, 2.44399], [2.97599, -0.57743, -0.43009], [-1.20547, 0.74830, -8.03572], [-3.57818, -4.52506, -0.71527], [1.62335, 0.81958, -6.13434], [5.03896, -1.05781, -0.76110], [1.00837, 1.98863, -2.77785], [6.51639, -0.07134, 2.50383], [3.49513, 1.75910, -6.64756], [0.33544, -1.32182, -2.96790], [0.31497, 0.53178, -6.52343], [-2.99518, -5.27294, 0.33247], [-0.22915, -0.20966, -5.49043], [1.81335, 0.23778, -4.88846], [0.81016, 4.41484, -0.96437], [-3.17410, -3.25441, -0.98918], [0.14871, 2.64633, -2.88205], [1.32030, 2.81116, -0.41687], [-0.40043, -2.87467, 1.53052], [3.01735, 0.36128, -4.09990], [-1.97427, 1.19063, -1.39799], [0.29461, 3.44958, 5.90932], [-1.53807, -5.27190, 1.85987], [0.16697, -1.80304, 1.24147], [3.32449, 1.40645, -4.06409], [-0.54839, 2.79682, -1.52133], [1.37971, 1.46852, 2.12352], [-1.44139, 4.71324, -2.08353], [-0.23104, -0.20340, -0.03232], [-1.56924, 2.90313, 4.04646], [-1.99328, -4.70169, 1.06079], [0.13772, 1.13308, 1.77966], [0.17156, -3.64111, 2.70091], [-1.87011, 1.36551, 2.10930], [-2.13787, -2.60894, -0.23599], [-0.70823, 2.51229, 3.51924], [1.97047, 1.98982, -8.15875], [-0.88436, 1.64799, 2.45750], [6.23810, -0.99301, 2.52549], [-4.36390, -4.97309, -1.31284], [2.06400, 0.08911, 0.26617], [4.33519, -0.49213, -0.16396], [-3.33278, -6.27735, 0.54562], [2.18663, 4.00194, 5.25134], [2.79257, 0.01537, -3.09374], [-3.62322, -2.67563, -1.78558], [2.46481, 0.83988, 1.30410], [-2.25953, 3.88558, -0.74865], [6.50857, 1.50961, 1.26796], [1.64626, 2.34957, 3.16770], [0.58486, 2.87885, 3.88212], [0.48933, 3.61556, -3.26406], [6.84061, -0.01841, 0.44483], [4.76828, 0.32690, 0.86673], [-1.74725, 3.73435, -1.70143], [6.22842, 0.45689, 1.21869], [-2.46479, 3.30208, -2.40197], [0.80108, 3.83961, 5.01847], [-1.15680, -0.59126, -5.42679], [0.59947, -4.58831, 2.36983], [-0.59928, -3.86605, 3.43767], [2.65112, 2.63406, 3.43309], [3.82069, -0.24432, -4.52329], [-1.84955, -1.39709, -0.50879], [2.60642, 2.56145, -8.82025], [-1.51962, -3.39128, 0.79634], [-0.00264, 3.64861, 0.40887], [0.45329, 3.45944, -0.56599], [0.67715, -0.39841, -4.49328], [2.47742, 1.54663, -6.94396], [3.80747, 0.99795, 1.61511], [-0.97394, 1.43993, -1.01826], [0.66034, 1.70854, -8.54404], [-0.53092, 2.20430, -3.61558], [0.29861, 2.07331, -9.49555]], "total_energy_ev": -148704.827, "e_homo_ev": [-5.40, -7.00], "spin_multiplicity": 6, "s2": 8.77, "lumo_energy_ev": [-0.1, -0.1]}

Record 2
{"formula": "C24H38BBrCl5N2O5P", "method": "the ωB97M-V functional and the def2-TZVPD basis", "symbols": ["H", "H", "C", "C", "C", "H", "H", "H", "C", "H", "Cl", "H", "B", "H", "Cl", "C", "O", "H", "H", "H", "H", "H", "C", "H", "C", "O", "H", "H", "C", "O", "C", "C", "H", "H", "H", "H", "C", "H", "H", "C", "P", "C", "C", "C", "Br", "H", "H", "C", "C", "N", "H", "H", "H", "H", "C", "H", "Cl", "C", "O", "Cl", "C", "H", "C", "Cl", "H", "H", "C", "H", "H", "N", "H", "H", "O", "H", "C", "C", "H"], "xyz": [[-4.44243, 3.90565, 1.43825], [-4.20069, -1.45455, 3.85330], [-5.11868, 4.06280, 2.28136], [1.47329, -1.99442, -1.99733], [-8.68969, 4.10005, 5.50818], [6.62326, -2.35938, -1.58728], [-1.11253, 0.60894, -0.63082], [-3.05972, 2.74087, 0.09878], [7.79488, -4.12676, -1.96959], [6.73312, -2.80444, -3.26435], [-7.71759, 2.76123, 6.14002], [-0.39699, 1.21647, 2.06683], [4.83349, 0.86552, -4.47468], [-5.53046, 3.32248, 4.23858], [-9.15725, 3.74556, 3.83986], [1.45552, -1.33486, -3.21809], [2.51252, -3.48035, -0.43412], [-4.49582, 1.33612, 1.45470], [-3.32718, 1.37684, -0.95651], [4.31700, -5.37229, -4.07991], [6.05848, -5.55765, -3.83428], [-6.13905, 4.02676, 1.89970], [-4.02766, -0.37948, 3.91906], [-5.34257, 2.06251, 3.06858], [2.82954, -0.99862, -5.41823], [2.10365, -0.42588, -6.17305], [-4.94602, 5.06721, 2.66947], [-3.16567, 0.09348, 5.88738], [5.19211, -0.21556, -5.61847], [3.87908, 1.84014, -4.60291], [-2.90445, 1.66664, 0.00290], [-2.65570, -0.13802, 3.27382], [-4.67166, -0.81189, 5.94768], [5.41522, 0.26292, -6.57768], [-1.05591, -0.30720, 1.45498], [5.17006, 0.01280, -2.74163], [-1.21705, 0.76597, 1.51523], [-1.47622, 2.32555, 3.48688], [-1.86062, -0.00510, 4.00762], [6.57941, -3.22148, -2.26167], [5.02095, -4.18838, -2.07894], [-3.54093, 0.91833, 1.15854], [5.09024, -5.56800, -3.33414], [-4.14024, -0.02569, 5.41338], [5.08946, 4.01798, -4.33033], [7.58827, -4.69981, -1.05544], [-4.71786, 0.88509, 5.56944], [-1.41469, 1.33934, 0.11546], [2.51350, -1.57434, -4.05768], [-2.53426, 1.00142, 2.28594], [0.67913, -0.63494, -3.50525], [8.69605, -3.54589, -1.76998], [-3.14800, 3.88058, 4.16055], [-0.80283, 2.22531, -0.04543], [4.54825, -2.44638, -4.96063], [-2.23347, 3.07564, 2.10173], [0.18713, -1.69326, -0.85745], [3.58269, -2.43035, -3.78138], [5.40448, -3.22252, -5.25565], [-7.73325, 5.58590, 5.54952], [-2.40177, 2.36744, 2.91259], [-2.42080, -1.03116, 2.69860], [-4.92594, 3.02079, 3.38108], [-10.13364, 4.29687, 6.49842], [3.13924, 1.56674, -4.03756], [4.90820, -6.49196, -2.78985], [3.59483, -3.08555, -2.53959], [-4.84134, 0.07106, 3.35417], [7.93918, -4.85547, -2.76881], [4.17672, -1.30653, -5.71322], [6.13311, -0.69000, -5.31955], [-3.44827, 2.30650, 4.77664], [5.52781, 0.74835, -3.25290], [-3.66403, -0.13874, 0.92094], [-3.48072, 2.88379, 3.85318], [2.52081, -2.85829, -1.66960], [2.98294, -2.88236, 0.16062]], "total_energy_ev": -181339.723, "e_homo_ev": -4.32, "lumo_energy_ev": -1.0}

Record 3
{"formula": "C19H60O15", "method": "the ωB97M-V functional and the def2-TZVPD basis", "symbols": ["H", "H", "C", "H", "H", "H", "H", "O", "H", "O", "H", "C", "H", "H", "H", "H", "H", "H", "H", "O", "H", "C", "H", "H", "C", "C", "C", "H", "H", "H", "O", "H", "H", "C", "O", "H", "H", "H", "H", "O", "H", "O", "H", "H", "C", "H", "H", "O", "H", "H", "H", "H", "H", "C", "C", "C", "H", "H", "C", "H", "C", "H", "H", "H", "H", "H", "H", "H", "O", "H", "C", "H", "H", "O", "C", "H", "C", "H", "O", "H", "H", "C", "H", "C", "C", "O", "H", "O", "H", "H", "H", "O", "O", "H"], "xyz": [[-10.67594, -1.26019, 23.50348], [-12.17057, 8.81366, 23.04471], [-12.62751, 7.51650, 21.82092], [-13.00305, -1.52035, 22.81540], [-11.05626, 2.74563, 25.19621], [-8.69908, 2.75238, 24.17788], [-17.37818, -1.13345, 20.04225], [-17.56952, 3.94944, 22.77316], [-12.31272, 3.02573, 21.93855], [-13.63221, 2.34096, 23.37066], [-10.86605, 5.44235, 15.77697], [-11.50503, -0.62498, 23.81530], [-10.89871, 4.82098, 25.94752], [-11.49064, 6.66422, 16.79785], [-13.06006, 7.08600, 22.72407], [-15.65775, 4.66254, 17.74464], [-15.88493, 0.67946, 19.31589], [-12.02123, 5.87578, 27.18458], [-16.39041, -0.27902, 22.14948], [-12.25341, -2.62470, 24.98623], [-16.87503, 4.17990, 24.68907], [-14.01999, 4.68717, 26.20846], [-18.55275, 3.49776, 24.51298], [-14.80114, -0.30121, 20.25716], [-10.42846, 5.08830, 17.94906], [-13.87492, 6.08733, 26.82363], [-11.98724, -1.26149, 25.16365], [-16.12884, 2.72131, 17.47625], [-11.10014, 0.38119, 23.92390], [-13.20233, 4.02151, 26.48489], [-15.32247, 4.06567, 21.36864], [-17.56783, 5.84140, 20.47275], [-11.46587, 3.92677, 24.03955], [-11.33323, 5.58666, 16.75114], [-11.18433, -0.21740, 20.34478], [-11.77331, 4.89443, 19.21908], [-14.12376, 4.60929, 22.89349], [-17.35924, 2.23531, 21.41192], [-12.87920, -0.90756, 25.68060], [-15.31704, 4.10465, 18.44768], [-12.77881, 7.86066, 19.62472], [-17.44264, 1.29752, 21.22433], [-11.63197, 7.10590, 21.65236], [-13.79993, 2.24055, 21.27839], [-15.11775, 3.00814, 17.76525], [-19.48853, 6.31644, 18.49540], [-13.37115, 6.43889, 20.02879], [-11.04232, 5.51654, 19.20434], [-11.61383, -0.20719, 21.20328], [-17.95973, 4.81015, 19.14993], [-17.56241, 6.27489, 23.84072], [-10.10330, 2.16260, 23.19950], [-19.11641, 5.80270, 23.41808], [-16.29956, 0.57254, 21.47516], [-15.85229, -0.04066, 20.13348], [-10.60838, 3.52435, 24.57888], [-11.24841, -1.15403, 25.95780], [-10.32486, 1.60976, 20.38833], [-9.94933, 0.58730, 20.42920], [-14.55430, 6.78173, 26.32931], [-13.98122, 4.24151, 21.87736], [-14.45212, 2.98982, 16.90229], [-13.37247, 1.42213, 23.27128], [-9.44759, 0.27454, 21.34492], [-9.31143, 3.74712, 22.88324], [-14.10451, 6.05714, 27.88875], [-14.01113, 4.59418, 25.12247], [-15.42273, 1.12470, 21.81337], [-12.66706, -0.62540, 22.90356], [-18.59822, 5.96573, 25.15655], [-18.34902, 5.59270, 24.16314], [-15.45695, 4.37948, 20.47140], [-14.35447, 7.88494, 20.37295], [-16.43601, -1.29799, 19.95962], [-9.60942, 3.02633, 23.64465], [-10.19185, 4.02453, 17.97179], [-13.36000, 7.44504, 20.44787], [-11.46975, -3.08087, 25.30147], [-12.53939, 6.46330, 26.62966], [-13.30560, 4.86162, 21.28820], [-9.41349, 0.32155, 19.51796], [-13.38766, 2.88655, 22.05351], [-13.32898, 5.27287, 16.43123], [-18.40547, 5.50479, 19.86190], [-17.79658, 4.16972, 24.10705], [-12.57573, 4.82258, 16.82041], [-14.72915, 2.43248, 18.60531], [-19.15987, 6.57838, 19.35852], [-9.43776, 5.54261, 17.96370], [-16.71049, 4.21730, 22.43860], [-14.93274, 4.12688, 26.41110], [-10.23630, 4.59243, 25.29133], [-12.60331, 8.89496, 22.19165], [-18.91516, 4.83055, 20.55017]], "total_energy_ev": -51380.443, "e_homo_ev": [0.32, -6.87], "spin_multiplicity": 2, "s2": 0.75, "charge": -1, "lumo_energy_ev": [1.7, 1.7]}

Record 4
{"formula": "C13H28ClFO5S", "method": "the ωB97M-V functional and the def2-TZVPD basis", "symbols": ["H", "Cl", "H", "H", "C", "C", "H", "F", "C", "C", "H", "C", "O", "H", "C", "H", "O", "O", "H", "H", "H", "H", "C", "H", "H", "H", "H", "H", "C", "C", "H", "C", "H", "H", "O", "C", "C", "H", "H", "H", "H", "H", "S", "H", "H", "O", "H", "C", "H"], "xyz": [[4.40503, -4.05967, 3.33768], [4.01454, 0.76205, -1.36357], [1.73068, 1.01994, -0.20078], [-1.61663, 5.75362, -2.39499], [2.50020, -4.74769, 4.08653], [1.48489, -4.40812, 5.16785], [-3.77983, 5.03371, -3.36070], [-3.01269, 1.07455, -0.30475], [-1.68491, -0.69604, -1.16275], [2.02307, -0.80498, -2.43058], [4.05029, -1.42523, -2.12479], [-0.45272, -1.03206, -1.99654], [3.12032, -1.53564, -0.36622], [2.85167, -5.77101, 4.22966], [-2.14865, 0.73491, -1.33304], [1.79041, -1.82488, -2.73958], [1.88625, -4.73996, 2.80171], [2.27432, -0.80028, 1.83985], [4.19422, -3.82127, 5.08106], [-4.76723, 4.96168, -0.47082], [0.62859, 0.79513, -2.25070], [1.09197, -3.39987, 5.01163], [3.28443, -0.86455, -1.60050], [-2.48584, -1.37674, -1.44755], [-2.87085, 6.93962, -1.99892], [-2.32604, 5.77898, -0.77961], [0.18225, 0.36813, 0.31427], [1.93322, -4.45060, 6.16176], [0.79501, -0.15963, -1.75194], [-3.60615, 4.91880, -2.28984], [-0.69823, -0.94893, -3.05840], [3.68743, -3.79593, 4.11485], [2.27764, -0.26244, -3.33939], [0.64475, -5.10194, 5.13412], [-3.13973, 3.57898, -2.13179], [-4.91544, 5.11795, -1.54270], [1.06918, 0.16233, -0.27675], [-5.66208, 4.40053, -1.88227], [-2.69192, 0.85285, -2.26721], [-5.30641, 6.12540, -1.69062], [-1.30798, 1.42523, -1.30941], [-0.18653, -2.07176, -1.81541], [1.83859, -1.20038, 0.54387], [-2.97341, 3.43522, -1.19336], [-1.47714, -0.90020, -0.11178], [0.96871, -2.33511, 0.44744], [3.35493, -2.77161, 3.92607], [-2.54353, 5.91103, -1.84316], [1.57132, -3.84411, 2.63208]], "total_energy_ev": -50247.508, "e_homo_ev": -9.74, "smiles": "O=S1(=O)C[C@H](CCCF)C[C@@H](Cl)O1.CC(C)O.CC(C)O", "lumo_energy_ev": 0.4}